Molecular formula: C21H37GaN11OP2
Method: DFT, ωB97M-V/def2-TZVPD

Calculated values
- Kohn-Sham gap (eV) = 8.6874
- total charge = +3

Geometry (Å):
Ga -0.698 -0.492 0.699
C -5.097 2.248 2.471
N -4.205 1.101 2.250
C -4.446 -0.176 2.673
C -3.394 -0.936 2.254
N -2.518 -0.126 1.579
C -3.034 1.104 1.588
P -2.271 2.539 0.755
C -2.003 1.657 -0.825
N -1.454 0.444 -0.936
C -1.484 0.105 -2.261
C -2.060 1.128 -2.954
N -2.375 2.096 -2.039
C -3.044 3.367 -2.352
C -0.577 2.303 1.428
N 0.093 1.145 1.468
C 1.325 1.394 2.017
C 1.393 2.721 2.315
N 0.196 3.274 1.941
C -0.152 4.697 2.079
H -5.924 1.920 3.092
H -5.487 2.607 1.522
H -4.563 3.044 2.985
H -5.337 -0.437 3.219
H -3.230 -1.992 2.379
H -1.102 -0.830 -2.629
H -2.280 1.242 -4.001
H -3.113 3.458 -3.431
H -2.464 4.201 -1.964
H -4.045 3.376 -1.930
H 2.064 0.622 2.148
H 2.177 3.309 2.760
H 0.637 5.186 2.640
H -1.088 4.799 2.621
H -0.232 5.158 1.097
N -0.177 -3.153 3.814
C -0.083 -4.056 2.781
C -0.232 -3.334 1.643
N -0.423 -2.006 1.984
C -0.384 -1.936 3.308
H -0.096 -3.371 4.797
H 0.079 -5.107 2.946
H -0.204 -3.662 0.619
H -0.501 -1.046 3.904
C 4.397 -0.408 -0.915
N 3.164 -1.011 -0.396
C 3.387 -1.875 0.767
P 1.837 -1.254 -1.319
O 0.628 -1.321 -0.372
N 1.864 -2.649 -2.148
C 3.130 -3.141 -2.705
C 0.747 -3.588 -2.227
N 1.735 -0.005 -2.365
C 1.898 -0.122 -3.816
C 1.748 1.369 -1.872
H 4.799 0.288 -0.178
H 4.205 0.134 -1.837
H 5.153 -1.171 -1.111
H 3.865 -1.297 1.560
H 4.043 -2.713 0.519
H 2.441 -2.267 1.137
H 3.876 -2.349 -2.731
H 2.971 -3.480 -3.729
H 3.522 -3.975 -2.119
H -0.197 -3.093 -2.004
H 0.884 -4.427 -1.539
H 0.685 -3.991 -3.238
H 1.752 -1.149 -4.135
H 2.889 0.212 -4.132
H 1.154 0.505 -4.310
H 1.608 1.390 -0.791
H 0.939 1.933 -2.345
H 2.691 1.871 -2.102